{
  "formula": "C29H32BClF2NO7",
  "method": "ωB97M-V/def2-TZVPD",
  "symbols": ["N", "C", "H", "C", "C", "H", "H", "H", "H", "C", "C", "Cl", "H", "H", "H", "H", "C", "H", "C", "H", "C", "H", "H", "O", "H", "H", "H", "C", "C", "H", "O", "H", "C", "C", "C", "F", "H", "H", "O", "H", "H", "H", "O", "C", "H", "F", "C", "O", "O", "H", "H", "H", "C", "C", "C", "H", "H", "B", "C", "C", "O", "H", "H", "C", "C", "C", "C", "C", "C", "C", "C", "C", "H"],
  "xyz": [[-2.0218, -4.5205, 0.1098], [-2.5038, -2.1071, 0.1193], [4.7457, -0.0842, -0.6413], [-1.9861, -1.4276, -0.9537], [-2.6793, -1.5058, 1.3380], [0.6896, -3.6863, 3.9283], [1.3821, 4.2160, -1.9358], [-1.3178, 2.6809, 3.4657], [2.6847, -0.0426, -2.6688], [0.5775, -3.4408, 1.8222], [-1.0098, 0.6757, -1.9632], [-1.7957, -2.2656, -2.4637], [0.3999, 3.1511, -0.0133], [0.0272, 1.6762, 2.8129], [0.9972, 1.5548, -3.3860], [2.3610, 2.3024, -0.7301], [-2.6037, 0.5578, 2.7994], [-2.9886, 1.5616, 2.6217], [2.9031, 0.4841, -1.7368], [0.3751, -2.4957, 1.3205], [-3.7135, -6.0800, -0.6162], [-0.0998, 3.9592, -2.8796], [-2.5601, -3.3635, 4.2301], [5.5511, 3.3559, -2.9268], [1.5213, 3.8963, -3.6778], [-3.9776, -7.1102, -0.8061], [4.7781, 1.5172, -1.3811], [-1.8294, 0.5194, 0.3931], [-1.6267, -0.1136, -0.8247], [0.2335, -4.2810, 1.2202], [-1.4889, 0.5907, 3.6686], [-0.1971, 1.8730, 4.5671], [-2.8832, -3.5386, -0.1175], [-2.3562, -0.1600, 1.4636], [5.3540, 4.5219, -3.1594], [4.3170, 6.8882, -5.1348], [1.6499, -3.5943, 1.9531], [-1.7633, -6.5503, -0.0137], [4.6386, 6.6903, -2.7959], [-0.4900, -1.9669, 4.6228], [4.9467, 0.0700, -2.3990], [-0.7398, -4.4378, 3.2904], [5.6720, 5.1462, -4.2722], [0.9476, 3.6739, -2.7780], [-2.7682, -1.6689, 4.5174], [6.3603, 7.4138, -4.2548], [-3.2189, -2.3599, 2.4604], [-1.2123, 0.4459, -3.1402], [4.2749, 5.2583, -1.1081], [-4.8021, -2.9536, -0.7936], [-3.3806, -3.3939, 2.1672], [-4.2129, -1.9632, 2.7093], [4.4502, 0.4886, -1.5235], [-2.3890, -2.3783, 3.7810], [-2.4698, -5.7339, -0.1654], [2.4638, -0.0915, -0.9157], [-5.6144, -5.2401, -1.2125], [5.2534, 6.5763, -4.1529], [1.0731, 2.1488, -2.4755], [-0.1257, -3.5366, 3.2137], [-2.0071, 2.8238, 1.1115], [3.1602, 2.5399, -2.2970], [-3.4221, 0.0211, 3.2860], [-0.7160, 1.7833, 3.6112], [-0.0706, 1.7693, -1.5434], [4.6893, 5.5124, -2.2106], [-0.2584, 2.3713, -0.3772], [-1.4267, 1.9726, 0.4565], [2.4202, 1.9427, -1.7597], [-4.1447, -3.7978, -0.6041], [-4.6128, -5.0555, -0.8520], [-0.8662, -2.2410, 3.6329], [-0.5476, -1.4440, 2.9680]],
  "forces_ev_per_angstrom": [[-0.1, 0.4, 0.0], [0.1, -1.6, -0.5], [0.0, -0.1, -0.1], [0.1, 0.0, -0.9], [-0.1, -0.6, 0.5], [-0.2, -0.1, 0.1], [0.0, 0.2, -0.1], [-0.1, -0.1, -0.1], [-0.2, 0.2, 0.0], [-0.3, -1.0, 0.7], [0.1, 0.0, -0.3], [0.0, -0.1, 0.1], [-0.3, 0.2, 0.0], [0.0, 0.3, 0.0], [0.1, 0.0, 0.0], [0.1, 0.2, -0.1], [-0.6, -0.1, -0.3], [0.2, 0.0, -0.1], [1.0, 0.2, 0.4], [0.0, -0.1, -0.1], [-0.9, -0.1, -0.4], [0.1, 0.1, -0.2], [-0.1, 0.1, 0.0], [-0.1, 0.0, 0.1], [-0.1, 0.2, 0.0], [0.1, -0.1, 0.1], [0.3, -0.1, -0.1], [0.3, 0.7, -0.3], [0.4, 0.8, -1.1], [0.0, 0.4, -0.4], [-0.4, 0.3, 0.2], [0.0, -0.1, -0.1], [0.0, 0.0, 0.1], [-0.3, 0.7, 1.5], [0.4, -0.6, -0.7], [0.0, -0.1, 0.1], [0.0, 0.4, -0.1], [0.1, 0.2, 0.1], [0.1, -0.5, 0.0], [-0.1, 0.2, -0.1], [0.2, 0.1, 0.1], [-0.2, 0.2, -0.1], [-0.2, 0.0, 0.5], [0.1, -0.8, 0.0], [0.1, 0.2, -0.2], [-0.1, -0.1, 0.1], [-0.2, 0.6, 1.0], [0.0, 0.1, 0.8], [0.0, -0.2, -0.1], [0.1, 0.0, 0.0], [0.1, 0.2, -0.4], [0.0, -0.2, 0.0], [-0.5, -0.1, 0.1], [0.2, -0.4, -0.3], [1.2, -1.3, 0.3], [-0.3, 0.1, -0.2], [0.0, 0.1, 0.0], [0.1, 0.7, -0.7], [-0.5, 1.0, 0.9], [0.8, 0.5, -0.3], [0.1, -0.6, -0.2], [0.0, 0.0, 0.1], [0.3, 0.0, 0.2], [0.3, -0.4, 0.1], [0.7, -0.5, -0.7], [-0.4, 0.7, 0.6], [-0.5, -0.7, 0.5], [0.1, 1.0, 0.0], [-0.3, -0.9, -0.7], [-1.4, 1.5, -0.3], [0.3, -0.6, 0.1], [0.2, -0.8, 0.5], [-0.3, 0.1, 0.0]],
  "total_charge": -1,
  "lumo_ev": 0.917,
  "homo_energy_ev": -6.73,
  "total_energy_ha": -2390.76990,
  "gap_ev": 7.642,
  "max_force_ha_per_bohr": 0.039
}

{
  "formula": "C29H32BrF4N4O5STi",
  "method": "ωB97M-V/def2-TZVPD",
  "symbols": ["O", "H", "C", "H", "C", "H", "H", "N", "C", "C", "H", "O", "C", "C", "C", "Br", "H", "N", "H", "C", "N", "C", "C", "H", "C", "S", "C", "H", "F", "C", "N", "O", "C", "C", "C", "H", "F", "H", "C", "H", "O", "H", "H", "C", "H", "C", "F", "C", "H", "C", "C", "C", "H", "H", "H", "H", "C", "H", "H", "H", "H", "H", "H", "H", "C", "C", "H", "O", "Ti", "C", "H", "C", "H", "H", "H", "C", "F"],
  "xyz": [[0.2705, 2.4782, -2.0774], [0.3072, 1.4083, 2.1121], [0.5950, 0.2447, -3.8684], [2.2830, -0.3281, 0.8487], [-5.3740, -1.6037, 5.2790], [3.1663, 2.7737, -0.0757], [-2.4993, 1.2347, -2.9868], [0.4377, -1.2573, -1.3797], [-3.9401, -0.7756, 1.9610], [1.8152, 0.6817, 0.9397], [4.7480, -3.9963, 0.0465], [2.6150, 0.3029, 3.6861], [4.3427, 3.4333, 1.6013], [0.2557, 4.1332, 0.0234], [-3.1513, -2.4915, 5.1962], [-3.0772, -0.2137, -0.6718], [-6.0362, -0.5770, 3.5274], [-0.7243, 0.1389, -3.2086], [0.3710, -1.1294, -5.5603], [3.8656, -3.4376, -0.2108], [0.6171, 0.4859, 1.7716], [-2.8026, -0.5028, 1.2290], [3.9558, -2.1526, -0.7237], [1.8791, -0.0909, 3.1906], [1.4555, -3.2580, -0.3707], [-0.6748, 3.1462, -1.1716], [-2.9955, -2.0018, 3.9173], [0.0871, 5.1788, -0.1978], [5.1685, -1.6020, -0.8943], [-1.2182, -1.2433, -3.1957], [-0.4196, -0.0483, 0.9472], [1.4230, 1.1492, -0.2852], [-1.5114, -0.2955, 1.6774], [3.1534, 1.3231, 2.9758], [1.5136, -1.9613, -0.9375], [-1.3767, -2.3415, -1.3093], [2.4793, -5.2101, 0.4562], [4.8032, 4.2465, 1.0623], [-4.3328, -2.2860, 5.8918], [-0.1531, -2.9798, -2.4191], [-1.2905, 2.0379, -0.3931], [-1.2212, 2.0528, -3.8773], [-4.8844, -0.5903, 1.4719], [0.7227, -0.1238, -5.3486], [-1.7608, 0.6611, -5.8984], [2.8035, 1.5866, 1.6482], [0.2448, -3.8016, -0.0979], [4.6854, 3.1757, 2.9183], [-6.3029, -1.4552, 5.8073], [-5.2284, -1.1129, 4.0019], [4.1074, 2.1220, 3.5964], [2.5978, -3.9698, -0.0419], [0.2114, 0.5672, -6.0087], [1.2740, -0.4082, -3.3153], [5.4162, 3.7938, 3.4151], [-4.4509, -2.6822, 6.8883], [-1.7183, 1.0881, -3.7426], [-3.1848, 1.4634, -5.2513], [1.3016, 3.8709, -0.0683], [-2.0954, -2.2271, 3.3671], [-2.3452, -3.0475, 5.6521], [-2.3051, -1.2358, -3.0819], [-1.3995, -0.2188, 2.7598], [4.3855, 1.8917, 4.6105], [2.8245, -1.4505, -1.0941], [3.4095, 2.6320, 0.9691], [-0.9853, -1.7391, -4.1443], [-1.6289, 4.0005, -1.8131], [-0.0660, 0.5813, -0.9804], [-2.4308, 0.7060, -5.0461], [1.7785, -0.0853, -5.6007], [-4.0272, -1.2850, 3.2912], [-2.9304, -0.2545, -4.9544], [-0.1200, 3.8885, 1.0094], [0.9342, 1.2751, -3.7346], [-0.5958, -2.0524, -2.0261], [2.9506, -0.2335, -1.6830]],
  "forces_ev_per_angstrom": [[0.2, -0.3, -0.1], [0.2, -0.2, -0.2], [0.5, 0.0, -0.4], [-0.3, 0.5, -0.1], [0.0, 0.0, 0.1], [0.0, 0.0, 0.0], [0.2, 0.0, 0.0], [-0.4, -0.3, -0.5], [-0.1, 0.1, -0.7], [0.3, -1.0, 1.8], [0.1, -0.1, 0.1], [0.3, -0.1, 0.2], [0.0, 0.1, -0.2], [-0.3, -0.5, -0.5], [0.0, 0.0, 0.2], [0.0, -0.4, 0.3], [-0.1, 0.1, 0.0], [0.0, 0.1, 0.3], [0.0, -0.1, -0.1], [-0.4, 0.3, -0.1], [0.3, 0.5, 0.4], [0.1, 0.2, -0.2], [0.0, -0.2, 0.0], [-0.2, 0.1, 0.0], [-0.4, 0.4, 0.1], [-0.6, 2.6, 0.1], [-0.1, 0.1, -0.2], [0.0, 0.1, -0.1], [-0.2, 0.0, -0.1], [0.0, -0.5, 0.2], [0.5, 0.2, 0.0], [1.2, 0.7, 0.1], [-0.3, 0.0, 0.3], [0.0, 0.1, -0.1], [1.4, -0.9, 0.4], [0.1, 0.0, -0.3], [-0.1, 0.2, 0.0], [0.1, 0.1, 0.0], [0.0, -0.1, 0.0], [-0.1, 0.2, 0.1], [-0.5, 0.5, 0.3], [-0.1, -0.2, 0.1], [-0.1, 0.0, -0.1], [-0.2, 0.1, 0.2], [0.0, 0.0, 0.0], [-0.4, -0.2, -0.2], [0.5, 0.1, -0.1], [0.0, 0.0, -0.1], [-0.1, 0.0, 0.1], [0.2, 0.0, -0.2], [-0.1, -0.1, 0.1], [0.2, 0.0, -0.1], [0.0, 0.1, -0.1], [-0.1, 0.2, -0.1], [0.1, 0.1, 0.1], [0.0, 0.0, 0.1], [-0.4, 0.4, -0.4], [-0.1, 0.0, 0.0], [0.1, 0.0, 0.1], [0.1, 0.0, 0.0], [0.1, -0.1, 0.0], [0.2, 0.0, -0.1], [0.1, -0.1, -0.2], [0.0, 0.0, 0.2], [-0.4, 0.3, -0.4], [0.1, -0.1, 0.0], [-0.1, 0.1, 0.1], [0.2, -0.1, 0.1], [-1.3, -1.4, -0.8], [0.2, 0.0, 0.2], [0.1, 0.0, 0.0], [0.0, -0.2, 0.5], [-0.1, -0.1, -0.1], [0.0, 0.0, 0.1], [0.0, -0.2, 0.0], [-0.2, -0.2, -0.3], [0.5, -0.8, 0.1]],
  "multiplicity": 2,
  "lumo_ev": [-0.482, -0.552],
  "homo_energy_ev": [-6.03, -8.05],
  "total_energy_ha": -5940.64647,
  "gap_ev": [5.549, 7.499],
  "max_force_ha_per_bohr": 0.052
}

| no. | M (g/mol) |
| --- | --- |
| 1 | 590.84 |
| 2 | 752.43 |